[1]
91
Properties=species:S:1:pos:R:3:mulliken_spin:R:1 method="wB97M-V/def2-TZVPD" e_tot_ev=-83249.264 multiplicity=2 e_homo_ev="0.217 / -3.036" charge=-2
K -0.038 -0.014 0.393 0.000
C 2.078 -1.468 3.531 0.005
C 2.528 -1.171 2.134 -0.003
C 3.435 -0.185 1.701 0.003
C 3.436 -0.307 0.332 -0.001
N 2.589 -1.299 -0.004 0.001
N 2.029 -1.839 1.106 0.001
B 2.160 -1.733 -1.415 0.000
N 1.308 -2.999 -1.343 0.000
C 1.658 -4.233 -1.761 0.000
C 0.612 -5.080 -1.479 0.000
C -0.353 -4.252 -0.866 0.000
C -1.705 -4.624 -0.351 0.000
N 0.082 -3.008 -0.791 0.000
N 1.386 -0.627 -2.187 -0.001
C 1.855 0.580 -2.571 0.000
C 0.875 1.211 -3.299 0.001
C -0.196 0.296 -3.302 0.000
C -1.554 0.416 -3.919 0.000
N 0.122 -0.803 -2.637 0.000
N 3.435 -2.022 -2.259 0.000
C 3.500 -1.986 -3.606 0.000
C 4.696 -2.551 -3.986 0.000
C 5.308 -2.918 -2.771 0.000
C 6.643 -3.561 -2.558 0.000
N 4.537 -2.602 -1.742 0.000
H 2.669 -0.902 4.251 0.000
H 2.182 -2.531 3.756 0.000
H 1.031 -1.191 3.660 -0.005
H 3.968 0.534 2.298 0.000
H 3.971 0.247 -0.421 0.000
H 2.615 -4.415 -2.222 0.000
H 0.548 -6.137 -1.685 0.000
H -2.249 -5.236 -1.074 0.000
H -2.282 -3.723 -0.147 0.000
H -1.634 -5.192 0.579 0.000
H 2.830 0.923 -2.271 0.000
H 0.905 2.211 -3.697 0.000
H -1.890 1.454 -3.941 0.000
H -2.265 -0.166 -3.334 0.000
H -1.561 0.040 -4.945 0.000
H 2.691 -1.570 -4.184 0.000
H 5.078 -2.674 -4.986 0.000
H 7.059 -3.906 -3.506 0.000
H 6.556 -4.415 -1.886 0.000
H 7.350 -2.860 -2.111 0.000
O -0.601 4.944 5.100 -0.004
C -0.563 3.881 4.217 -0.118
C -1.168 2.689 4.510 0.249
C -1.080 1.628 3.555 0.104
N -0.442 1.811 2.356 0.135
C 0.128 2.977 2.114 -0.096
C 0.109 4.060 3.005 0.250
C 0.774 3.188 0.725 -0.010
O 0.875 4.388 0.378 -0.001
O 1.094 2.175 0.066 -0.002
C -1.660 0.382 3.882 0.214
O -2.314 0.100 4.894 0.192
O -1.366 -0.651 2.937 0.002
H -1.097 4.645 5.870 0.004
H -1.693 2.517 5.442 0.045
H 0.570 4.997 2.737 0.032
N -2.738 0.841 -0.248 0.003
C -2.813 1.986 -0.401 -0.005
N -3.047 3.269 -0.616 0.001
C -2.477 4.333 0.223 -0.005
C -1.864 5.430 -0.652 -0.001
C -1.251 4.807 -1.905 -0.002
C -2.344 4.210 -2.799 0.000
C -3.499 3.661 -1.944 0.000
H -1.701 3.901 0.848 0.003
H -3.259 4.725 0.882 -0.005
H -1.082 5.907 -0.062 0.002
H -2.617 6.178 -0.931 0.001
H -0.542 4.046 -1.576 0.001
H -0.671 5.548 -2.457 0.000
H -1.925 3.419 -3.424 0.000
H -2.752 4.969 -3.476 0.000
H -3.976 2.802 -2.414 0.000
H -4.269 4.429 -1.814 0.000
F -4.957 -4.779 2.646 0.000
C -4.065 -3.746 2.717 0.003
C -4.531 -2.452 2.585 0.000
C -3.629 -1.406 2.667 0.038
C -2.278 -1.663 2.883 -0.042
C -1.832 -2.972 2.991 0.000
C -2.731 -4.027 2.909 0.000
H -5.585 -2.277 2.417 0.000
H -3.954 -0.380 2.563 0.015
H -0.773 -3.149 3.127 0.000
H -2.403 -5.055 2.988 0.000

---

[2]
84
Properties=species:S:1:pos:R:3:lowdin_charge:R:1 method="wB97M-V/def2-TZVPD" e_tot_ev=-122973.269 e_homo_ev=-12.392 charge=+2
Bi -0.142 -0.446 0.215 1.692
C -2.372 -1.411 2.447 -0.158
N -0.968 -0.981 2.502 -0.263
C -0.786 0.178 3.393 -0.106
C 0.015 1.355 2.884 -0.276
C 0.219 2.443 3.731 0.016
C 0.901 3.555 3.269 -0.012
C 1.348 3.569 1.953 -0.019
C 1.106 2.456 1.174 -0.117
N 0.464 1.385 1.636 -0.112
C -0.146 -2.129 2.915 -0.132
C 1.330 -1.836 2.916 -0.275
C 2.193 -2.440 3.822 0.014
C 3.536 -2.104 3.774 -0.019
C 3.969 -1.173 2.839 -0.020
C 3.042 -0.653 1.953 -0.114
N 1.762 -0.987 1.996 -0.006
C -2.733 -2.206 1.222 -0.290
C -3.904 -2.955 1.154 0.028
C -4.225 -3.585 -0.038 -0.003
C -3.364 -3.481 -1.124 -0.010
C -2.222 -2.721 -0.973 -0.159
N -1.932 -2.103 0.170 -0.112
H -2.620 -1.997 3.341 0.149
H -3.018 -0.526 2.433 0.103
H -1.768 0.590 3.645 0.140
H -0.332 -0.142 4.338 0.149
H -0.179 2.424 4.733 0.130
H 1.071 4.398 3.922 0.125
H 1.852 4.430 1.547 0.120
H 1.413 2.409 0.140 0.098
H -0.443 -2.475 3.916 0.145
H -0.331 -2.945 2.209 0.115
H 1.821 -3.153 4.540 0.126
H 4.233 -2.549 4.467 0.123
H 4.997 -0.857 2.804 0.116
H 3.323 0.055 1.183 0.115
H -4.549 -3.033 2.014 0.131
H -5.134 -4.158 -0.120 0.126
H -3.577 -3.974 -2.060 0.123
H -1.510 -2.576 -1.773 0.116
N 0.413 -4.381 0.059 0.178
C 1.453 -3.803 -0.587 -0.444
N 2.512 -4.560 -0.804 0.189
C 3.541 -3.964 -1.409 -0.422
N 4.598 -4.694 -1.740 0.202
N 3.562 -2.650 -1.702 0.178
C 2.454 -1.981 -1.457 -0.310
N 1.346 -2.503 -0.927 0.076
C 2.465 -0.565 -1.882 -0.220
C 3.616 -0.077 -2.499 0.018
C 3.620 1.204 -3.020 -0.008
C 2.459 1.960 -2.934 -0.010
C 1.378 1.425 -2.254 -0.138
N 1.383 0.206 -1.731 -0.045
H 0.482 -5.385 0.127 0.119
H -0.503 -4.001 -0.114 0.056
H 4.595 -5.687 -1.579 0.124
H 5.363 -4.266 -2.232 0.123
H 4.466 -0.736 -2.563 0.113
H 4.503 1.596 -3.501 0.124
H 2.393 2.945 -3.364 0.121
H 0.458 1.984 -2.144 0.105
C -2.575 5.150 -4.423 -0.037
C -2.382 4.174 -3.311 -0.257
C -2.239 2.816 -3.563 -0.005
C -2.161 1.897 -2.529 -0.333
C -2.070 0.434 -2.835 -0.096
C -2.199 2.363 -1.214 -0.465
Se -2.286 1.031 0.224 0.742
C -2.301 3.723 -0.922 -0.297
C -2.356 4.278 0.467 -0.066
C -2.386 4.606 -1.992 -0.001
H -2.376 4.694 -5.387 0.080
H -1.936 6.020 -4.297 0.087
H -3.606 5.500 -4.423 0.094
H -2.239 2.459 -4.584 0.122
H -2.084 0.266 -3.909 0.090
H -2.916 -0.091 -2.392 0.068
H -1.148 0.007 -2.430 0.017
H -2.286 3.493 1.215 0.018
H -3.296 4.805 0.614 0.094
H -1.549 4.992 0.626 0.085
H -2.503 5.661 -1.781 0.132

---

[3]
76
Properties=species:S:1:pos:R:3:lowdin_charge:R:1 method="wB97M-V/def2-TZVPD" e_tot_ev=-72158.871 e_homo_ev="-5.803 / -5.772"
Hg 0.592 -1.081 -0.224 0.911
C 2.480 0.772 -2.157 -0.166
C 1.668 1.819 -1.536 -0.396
C 0.573 2.445 -2.406 -0.179
C -0.388 1.422 -3.008 -0.164
C -0.605 0.149 -2.241 -0.134
C 0.172 -0.998 -2.322 -0.321
C 1.265 -1.113 -3.369 -0.174
C 2.240 0.074 -3.419 -0.201
C -0.327 -1.085 1.905 -0.270
H 3.562 0.969 -2.069 0.122
H 2.368 2.659 -1.289 0.133
H 1.085 2.993 -3.208 0.122
H -0.007 3.169 -1.830 0.099
H -1.383 1.896 -3.071 0.122
H -0.103 1.225 -4.060 0.120
H -1.665 0.017 -1.966 0.072
H -0.345 -1.966 -2.221 0.089
H 0.772 -1.224 -4.349 0.125
H 1.837 -2.044 -3.187 0.113
H 3.222 -0.345 -3.690 0.122
H 1.949 0.745 -4.237 0.112
H -0.208 -2.119 2.297 -0.006
H -1.343 -0.740 2.194 -0.049
H 0.318 -0.425 2.491 -0.039
P 1.221 1.341 0.228 0.916
P -2.407 -0.698 0.442 0.953
C -0.606 1.687 0.265 -0.294
C -1.818 1.013 0.209 -0.332
C 1.610 2.456 1.607 -0.355
C 1.360 3.833 1.528 -0.083
C 1.576 4.587 2.686 -0.082
C 1.977 3.967 3.871 -0.078
C 2.150 2.572 3.950 -0.058
C 1.958 1.813 2.801 -0.109
C 3.082 0.465 0.311 -0.282
C 3.362 -0.731 -0.371 -0.230
C 4.569 -1.401 -0.217 -0.073
C 5.670 -0.680 0.256 -0.082
C 5.463 0.611 0.746 -0.085
C 4.172 1.154 0.840 -0.102
C -3.900 -0.637 1.391 -0.365
C -4.008 0.372 2.380 -0.103
C -5.230 0.543 3.036 -0.091
C -6.308 -0.296 2.722 -0.103
C -6.175 -1.336 1.794 -0.092
C -4.968 -1.530 1.122 -0.082
C -2.429 -2.264 -0.464 -0.401
C -1.903 -3.390 0.224 -0.137
C -1.550 -4.546 -0.456 -0.132
C -1.948 -4.719 -1.785 -0.074
C -2.715 -3.717 -2.402 -0.093
C -2.935 -2.494 -1.768 -0.114
H -0.707 2.776 0.441 0.064
H -2.721 1.629 0.068 0.078
H 1.016 4.290 0.594 0.110
H 1.413 5.663 2.645 0.103
H 2.142 4.562 4.772 0.104
H 2.419 2.070 4.881 0.110
H 2.110 0.736 2.813 0.104
H 2.653 -1.243 -1.052 0.018
H 4.637 -2.446 -0.526 0.106
H 6.663 -1.114 0.213 0.099
H 6.302 1.224 1.055 0.097
H 4.033 2.146 1.290 0.105
H -3.151 1.015 2.584 0.098
H -5.309 1.329 3.790 0.102
H -7.250 -0.161 3.243 0.094
H -6.996 -2.027 1.590 0.102
H -4.808 -2.327 0.395 0.095
H -1.722 -3.329 1.295 0.100
H -0.929 -5.306 0.036 0.100
H -1.663 -5.625 -2.332 0.109
H -3.112 -3.897 -3.408 0.105
H -3.481 -1.715 -2.298 0.108
Cl 1.463 -3.441 -0.061 -0.114